Molecular formula: C2H3F3S
Method: DFT, wB97M-V/def2-TZVPD

Calculated values
- total charge = 0
- DFT total energy (a.u.) = -775.6649
- orbital gap (eV) = 9.053
- HOMO energy (eV) = -8.462

Geometry as XYZ:
```
9
Properties=species:S:1:pos:R:3:nbo_charge:R:1
C -1.74472 0.26477 0.02337 0.53
C 0.35726 0.89424 -0.69480 0.03
F -1.58597 -1.04750 0.34793 -0.34
F -2.64672 0.47283 -0.90907 -0.34
F 0.50995 1.61343 0.44643 -0.35
S 1.17841 -0.67344 -0.80343 0.00
H -2.08528 0.96454 0.85096 0.13
H 0.47472 1.41317 -1.59952 0.18
H 1.52008 -0.97470 0.42905 0.14
```

Molecular formula: C2H3F4NO
Method: DFT, wB97M-V/def2-TZVPD

Calculated values
- total charge = 0
- DFT total energy (a.u.) = -607.3096
- orbital gap (alpha / beta) (eV) = 9.566 / 8.814
- HOMO energy (alpha / beta) (eV) = -9.256 / -8.771

Geometry as XYZ:
```
11
Properties=species:S:1:pos:R:3:nbo_charge:R:1
C -1.15037 -0.22734 -2.07896 0.45
C -0.81065 0.92254 -1.21989 0.74
N 0.23212 -0.46713 1.05913 -0.41
O 0.73861 0.15732 0.01480 -0.37
F -0.74765 -1.37500 -1.39314 -0.35
F -2.43479 -0.24647 -2.45721 -0.31
F -0.33833 1.95080 -1.88898 -0.30
F -1.66607 1.36724 -0.27643 -0.31
H -0.53493 -0.33922 -3.05088 0.17
H -0.38256 0.18103 1.57289 0.34
H -0.13394 -1.37629 0.86766 0.35
```

Molecular formula: C2H3F4OP
Method: DFT, wB97M-V/def2-TZVPD

Calculated values
- total charge = 0
- DFT total energy (a.u.) = -893.9757
- orbital gap (alpha / beta) (eV) = 9.506 / 6.671
- HOMO energy (alpha / beta) (eV) = -9.779 / -7.481

Geometry as XYZ:
```
11
Properties=species:S:1:pos:R:3:nbo_charge:R:1
C -0.18744 0.85846 0.95547 -0.25
C -3.80794 -0.48308 -1.11195 0.89
O -1.13202 0.02024 1.44402 -0.83
F -3.78467 0.87107 -1.04302 -0.35
F -3.72156 -0.81675 -2.39767 -0.33
F -4.94457 -0.95731 -0.57160 -0.33
F -2.60861 -1.34483 2.53679 -0.58
P -1.62684 -1.38202 1.27668 1.21
H -0.30872 1.35316 0.03279 0.20
H 0.81638 0.25426 0.80987 0.17
H 0.06748 1.68616 1.66317 0.20
```

Molecular formula: C2H3FKLi2O
Method: DFT, wB97M-V/def2-TZVPD

Calculated values
- total charge = +1
- DFT total energy (a.u.) = -868.0010
- orbital gap (eV) = 6.485
- HOMO energy (eV) = -10.459

Geometry as XYZ:
```
10
Properties=species:S:1:pos:R:3:nbo_charge:R:1
O 0.03400 0.18586 -0.32275 -1.01
C -0.29935 -1.09963 -0.25396 0.17
C 0.54322 -2.12577 -0.50374 -0.65
K 1.06914 0.35207 -2.41964 0.97
Li 0.78561 2.47850 1.48022 0.98
F -0.53725 3.49966 1.98954 -0.97
H -1.35821 -1.31582 -0.04572 0.14
H 1.61759 -1.96003 -0.64716 0.17
H 0.17650 -3.15179 -0.50543 0.22
Li -2.03124 3.13695 1.22865 0.98
```